w) The following is a DFT calculation (ωB97M-V/def2-TZVPD) of a cluster of 14 separate species, C5H35NO15 in total.

Geometry as XYZ:
```
56
Properties=species:S:1:pos:R:3
C -0.042 -0.560 -0.224
C 0.642 0.419 0.701
C 2.066 0.097 0.925
C 2.729 0.091 2.071
N -1.457 -0.284 -0.427
C -2.274 -1.109 -1.193
O -1.629 -1.946 -2.020
O -3.479 -1.065 -1.145
H 0.118 -1.606 0.083
H 0.530 -0.487 -1.191
H 0.058 0.371 1.655
H 0.453 1.429 0.320
H 2.702 0.027 0.015
H 3.802 -0.007 2.186
H 2.288 0.202 3.045
H -2.007 0.035 0.369
H -2.328 -2.397 -2.520
H -1.912 0.797 2.033
H -3.224 1.401 2.711
O -2.493 1.575 2.118
H 0.432 -1.763 4.475
H 1.222 -1.523 3.304
O 0.403 -1.147 3.726
H -0.266 -4.747 -1.317
H -0.769 -3.622 -0.657
O -1.148 -4.403 -1.087
H -1.068 1.038 -2.033
H -0.814 2.239 -2.911
O -0.686 1.281 -2.885
H -0.844 4.233 1.352
H -2.065 3.613 2.014
O -1.801 4.317 1.405
H 1.749 -3.655 2.384
H 2.690 -2.498 1.989
O 2.178 -2.865 2.733
H 2.059 -0.075 -3.317
H 3.503 -0.837 -2.976
O 2.913 -0.091 -2.888
H -1.033 -0.676 3.093
H -2.403 -1.639 3.088
O -1.977 -0.826 2.812
H 0.287 -0.594 -3.296
H -0.755 -1.465 -3.868
O 0.188 -1.311 -3.938
H 0.907 3.957 -1.862
H 0.007 3.026 -0.911
O 0.624 3.752 -0.963
H 1.503 -3.667 -2.904
H 2.117 -2.393 -2.110
O 1.973 -3.351 -2.120
H 2.198 3.439 1.377
H 1.200 3.239 2.581
O 1.440 3.804 1.844
H -3.353 2.091 -1.645
H -2.270 3.388 -1.828
O -2.885 2.748 -2.170
```

Calculated values
**Gap between HOMO and LUMO**: 10.249 eV
**Net charge**: 0

How is the electron density shared among the atoms? According to natural (NBO), the charges in e are:
1. C -0.209
2. C -0.450
3. C -0.190
4. C -0.412
5. N -0.685
6. C 0.885
7. O -0.702
8. O -0.630
9. H 0.180
10. H 0.200
11. H 0.193
12. H 0.233
13. H 0.220
14. H 0.206
15. H 0.201
16. H 0.429
17. H 0.518
18. H 0.486
19. H 0.489
20. O -0.981
21. H 0.483
22. H 0.513
23. O -0.987
24. H 0.467
25. H 0.462
26. O -0.927
27. H 0.479
28. H 0.482
29. O -0.971
30. H 0.480
31. H 0.484
32. O -0.970
33. H 0.490
34. H 0.497
35. O -0.955
36. H 0.497
37. H 0.489
38. O -0.980
39. H 0.516
40. H 0.496
41. O -1.034
42. H 0.467
43. H 0.479
44. O -0.951
45. H 0.480
46. H 0.468
47. O -0.948
48. H 0.493
49. H 0.485
50. O -0.980
51. H 0.483
52. H 0.472
53. O -0.950
54. H 0.508
55. H 0.492
56. O -0.995

=====

x) The following is a DFT calculation (ωB97M-V/def2-TZVPD) of a cluster of 14 separate species, C5H35NO15 in total.

Geometry as XYZ:
```
56
Properties=species:S:1:pos:R:3
N -0.647 0.580 -0.484
C -0.888 0.023 -1.892
C 0.448 -0.648 -2.212
C 1.060 -1.070 -0.960
C 0.239 -0.417 0.249
C -0.570 -1.473 0.945
O 0.182 -2.367 1.497
O -1.733 -1.675 0.684
H -0.068 1.425 -0.496
H -1.562 -0.815 -1.876
H -1.162 0.858 -2.618
H 1.051 0.125 -2.656
H 0.321 -1.453 -3.078
H 0.967 -2.157 -0.723
H 2.189 -0.788 -0.994
H 0.856 0.213 0.798
H -0.227 -3.263 1.878
H -4.206 -2.876 -0.260
H -4.424 -1.468 -0.630
O -4.903 -2.251 -0.410
H 2.866 3.798 0.085
H 3.109 4.177 1.711
O 2.733 3.615 1.009
H 5.067 0.461 -0.773
H 4.677 1.577 -0.032
O 4.984 1.348 -0.888
H 3.366 1.764 -1.160
H 2.120 0.996 -0.634
O 2.440 1.779 -1.141
H -2.252 -0.138 1.573
H -3.140 -0.023 2.845
O -2.865 0.419 2.136
H -4.458 1.135 -0.225
H -3.143 1.522 -0.632
O -4.028 1.408 -1.069
H -0.151 1.159 3.044
H 0.029 2.355 2.078
O 0.443 1.874 2.831
H -0.454 -3.705 -1.718
H -1.928 -4.280 -1.806
O -1.168 -4.140 -1.182
H 2.071 1.502 2.826
H 3.346 2.189 2.754
O 3.021 1.277 2.922
H -4.035 0.085 -1.987
H -4.177 0.270 -3.596
O -3.762 -0.273 -2.954
H 3.215 -0.872 1.075
H 3.503 0.412 1.365
O 3.870 -0.314 0.778
H -0.194 4.486 0.342
H 0.954 3.609 0.203
O 0.054 3.552 0.406
H -0.661 -4.838 0.384
H -1.596 -4.061 1.337
O -0.779 -4.629 1.333
```

Calculated values
**Gap between HOMO and LUMO**: 9.400 eV
**Net charge**: 0

How is the electron density shared among the atoms? According to natural (NBO), the charges in e are:
1. N -0.650
2. C -0.228
3. C -0.439
4. C -0.442
5. C -0.196
6. C 0.790
7. O -0.701
8. O -0.651
9. H 0.379
10. H 0.209
11. H 0.226
12. H 0.223
13. H 0.203
14. H 0.212
15. H 0.240
16. H 0.224
17. H 0.532
18. H 0.463
19. H 0.465
20. O -0.926
21. H 0.507
22. H 0.498
23. O -0.998
24. H 0.486
25. H 0.468
26. O -0.919
27. H 0.485
28. H 0.471
29. O -0.990
30. H 0.496
31. H 0.459
32. O -0.977
33. H 0.486
34. H 0.504
35. O -0.935
36. H 0.488
37. H 0.519
38. O -0.973
39. H 0.494
40. H 0.500
41. O -0.975
42. H 0.502
43. H 0.466
44. O -0.974
45. H 0.490
46. H 0.464
47. O -1.009
48. H 0.467
49. H 0.495
50. O -0.988
51. H 0.477
52. H 0.484
53. O -0.956
54. H 0.519
55. H 0.486
56. O -0.951

=====

Least stable: x)

=====

w) The following is a DFT calculation (ωB97M-V/def2-TZVPD) of an isolated molecule of C3H3BrO.

Geometry as XYZ:
```
8
Properties=species:S:1:pos:R:3
C -0.244 -1.783 -1.144
C 0.164 -0.857 -0.487
C 0.429 0.428 0.111
O -0.869 0.726 1.182
Br -0.848 2.345 2.014
H -0.501 -2.636 -1.722
H 0.499 1.104 -0.709
H 1.369 0.672 0.756
```

Calculated values
**Gap between HOMO and LUMO**: 9.359 eV
**Net charge**: 0
**SMILES string**: C#CCOBr

How is the electron density shared among the atoms? According to natural (NBO), the charges in e are:
1. C -0.166
2. C -0.053
3. C -0.132
4. O -0.637
5. Br 0.292
6. H 0.242
7. H 0.221
8. H 0.234

=====

x) The following is a DFT calculation (ωB97M-V/def2-TZVPD) of a cluster of 2 separate species, C3H3BrO in total.

Geometry as XYZ:
```
8
Properties=species:S:1:pos:R:3
C 0.395 0.367 -0.535
C 1.170 0.700 0.495
C 2.206 0.523 1.225
O 3.111 0.568 1.961
H -0.556 1.061 -0.625
H 0.615 -0.459 -1.330
Br -0.266 -3.057 0.604
H 0.146 -3.664 -0.634
```

Calculated values
**Gap between HOMO and LUMO**: 8.373 eV
**Net charge**: 0
**SMILES string**: C=C=C=O.Br

How is the electron density shared among the atoms? According to natural (NBO), the charges in e are:
1. C -0.250
2. C -0.388
3. C 0.659
4. O -0.447
5. H 0.211
6. H 0.212
7. Br -0.201
8. H 0.205

=====

y) The following is a DFT calculation (ωB97M-V/def2-TZVPD) of an isolated molecule of C3H3BrO.

Geometry as XYZ:
```
8
Properties=species:S:1:pos:R:3
C -1.616 1.202 -0.044
C -0.817 0.289 -0.039
C 0.373 -0.580 -0.020
O 1.362 -0.070 0.769
Br 1.010 -0.627 -1.952
H -2.283 1.997 -0.069
H 0.126 -1.586 0.036
H 1.846 -0.625 1.319
```

Calculated values
**Gap between HOMO and LUMO**: 10.519 eV
**Net charge**: 0
**SMILES string**: C#C[C@H](O)Br

How is the electron density shared among the atoms? According to natural (NBO), the charges in e are:
1. C -0.173
2. C -0.064
3. C 0.066
4. O -0.679
5. Br -0.090
6. H 0.234
7. H 0.210
8. H 0.496

=====

Least stable: w)

=====

w) The following is a DFT calculation (ωB97M-V/def2-TZVPD) of a cluster of 2 separate species, C8H12N in total.

Geometry as XYZ:
```
21
Properties=species:S:1:pos:R:3
C -2.571 -0.116 0.688
C 0.147 1.489 -2.299
C -1.453 0.005 0.336
C 0.823 1.763 -1.354
C 0.058 -1.413 -1.865
C 0.332 -0.155 2.675
C 0.523 -0.478 -0.866
C 0.651 0.425 1.225
N -0.142 -0.120 0.189
H -3.696 -0.129 0.790
H -0.368 1.121 -3.098
H -0.888 -1.085 -2.227
H 1.305 2.317 -0.509
H 0.724 -1.563 -2.701
H -0.345 -0.955 2.516
H 1.219 -0.435 3.108
H -0.182 0.635 3.159
H 1.583 -0.405 -0.723
H 0.009 -2.501 -1.393
H 1.667 0.154 1.036
H 0.603 1.446 1.313
```

Calculated values
**Gap between HOMO and LUMO**: 9.461 eV
**Net charge**: +1

How is the electron density shared among the atoms? According to natural (NBO), the charges in e are:
1. C -0.106
2. C -0.144
3. C 0.064
4. C -0.238
5. C -0.717
6. C -0.587
7. C 0.346
8. C -0.208
9. N -0.376
10. H 0.288
11. H 0.246
12. H 0.250
13. H 0.286
14. H 0.270
15. H 0.220
16. H 0.230
17. H 0.226
18. H 0.230
19. H 0.300
20. H 0.209
21. H 0.211

=====

x) The following is a DFT calculation (ωB97M-V/def2-TZVPD) of the ion C8H12N with charge +1.

Geometry as XYZ:
```
21
Properties=species:S:1:pos:R:3
C -2.278 -0.107 -1.614
C -2.816 -1.234 -1.461
C -1.576 1.167 -1.561
C 1.774 0.044 1.887
C 2.044 -0.696 0.622
C 0.738 1.135 1.367
C 0.696 -0.722 -0.134
C 0.004 0.577 0.252
N -0.889 1.281 -0.325
H -3.600 -1.514 -0.828
H -2.465 -1.998 -2.042
H -0.894 1.294 -2.379
H -2.287 1.930 -1.735
H 1.435 -0.588 2.654
H 2.620 0.463 2.379
H 2.929 -0.339 -0.088
H 2.396 -1.776 0.686
H 0.177 1.363 2.220
H 1.154 2.061 0.970
H 0.728 -0.811 -1.157
H 0.105 -1.530 0.287
```

Calculated values
**Gap between HOMO and LUMO (spin up / spin down)**: 6.880 / 6.881 eV
**Net charge**: +1

How is the electron density shared among the atoms? According to natural (NBO), the charges in e are:
1. C 0.576
2. C -0.518
3. C -0.408
4. C -0.414
5. C -0.403
6. C -0.479
7. C -0.498
8. C 0.409
9. N -0.437
10. H 0.325
11. H 0.322
12. H 0.326
13. H 0.310
14. H 0.220
15. H 0.241
16. H 0.227
17. H 0.233
18. H 0.256
19. H 0.258
20. H 0.219
21. H 0.236

=====

Least stable: w)

=====

w) The following is a DFT calculation (ωB97M-V/def2-TZVPD) of a cluster of 2 separate species, C8H16N2 in total.

Geometry as XYZ:
```
26
Properties=species:S:1:pos:R:3
C 0.177 2.004 0.413
C -0.243 1.742 1.857
C 0.144 0.349 2.290
C 1.114 -0.501 1.890
N 1.015 -1.642 2.677
C 0.017 -1.368 3.579
N -0.555 -0.237 3.346
H -0.507 1.533 -0.281
H 1.205 1.678 0.242
H 0.188 3.081 0.226
H 0.037 2.413 2.667
H -1.330 1.708 1.925
H 1.957 -0.428 1.217
H 1.825 -2.163 2.972
H -0.259 -2.127 4.297
C -1.477 0.212 -2.798
C -0.153 -0.303 -2.165
C 0.420 -1.493 -2.907
H -2.229 0.430 -2.042
H -1.884 -0.568 -3.438
H -1.253 1.088 -3.400
H 0.546 0.524 -2.088
H -0.407 -0.486 -1.116
H -0.048 -2.425 -2.575
H 0.197 -1.436 -3.970
H 1.503 -1.585 -2.814
```

Calculated values
**Gap between HOMO and LUMO**: 9.597 eV
**Net charge**: 0
**SMILES string**: CCc1c[nH]cn1.CCC

How is the electron density shared among the atoms? According to natural (NBO), the charges in e are:
1. C -0.602
2. C -0.432
3. C 0.103
4. C -0.124
5. N -0.546
6. C 0.183
7. N -0.460
8. H 0.214
9. H 0.199
10. H 0.211
11. H 0.222
12. H 0.221
13. H 0.214
14. H 0.407
15. H 0.190
16. C -0.609
17. C -0.409
18. C -0.610
19. H 0.207
20. H 0.202
21. H 0.205
22. H 0.196
23. H 0.203
24. H 0.207
25. H 0.202
26. H 0.208

=====

x) The following is a DFT calculation (ωB97M-V/def2-TZVPD) of a cluster of 2 separate species, C8H16N2 in total.

Geometry as XYZ:
```
26
Properties=species:S:1:pos:R:3
C -2.861 1.959 0.994
C -3.023 0.611 1.627
C -4.073 -0.257 1.488
N -3.678 -1.425 2.092
C -2.437 -1.199 2.592
N -1.981 -0.025 2.266
H -2.779 1.847 -0.087
H -1.883 2.358 1.260
H -3.698 2.615 1.195
H -5.080 -0.030 1.169
H -4.201 -2.254 2.338
H -1.965 -1.943 3.220
C 2.283 -1.426 -0.741
C 2.401 0.042 -1.209
C 3.745 0.647 -0.860
C 2.205 0.076 -2.725
H 1.226 -1.698 -0.812
H 2.617 -1.527 0.286
H 2.831 -2.064 -1.428
H 1.568 0.620 -0.812
H 4.440 0.555 -1.706
H 3.648 1.720 -0.712
H 4.272 0.253 0.005
H 1.305 -0.407 -3.104
H 2.022 1.121 -3.047
H 3.098 -0.170 -3.290
```

Calculated values
**Gap between HOMO and LUMO**: 9.431 eV
**Net charge**: 0
**SMILES string**: Cc1c[nH]cn1.CC(C)C

How is the electron density shared among the atoms? According to natural (NBO), the charges in e are:
1. C -0.642
2. C 0.097
3. C -0.130
4. N -0.521
5. C 0.169
6. N -0.465
7. H 0.217
8. H 0.234
9. H 0.218
10. H 0.216
11. H 0.416
12. H 0.191
13. C -0.599
14. C -0.226
15. C -0.611
16. C -0.607
17. H 0.206
18. H 0.205
19. H 0.200
20. H 0.198
21. H 0.200
22. H 0.210
23. H 0.210
24. H 0.209
25. H 0.202
26. H 0.202

=====

Least stable: w)